No. 1
Formula: C6H28O8
Source: the Open Molecules 2025 dataset
Level of theory: ωB97M-V/def2-TZVPD

Summary:
ΔE to the lowest compared entry with this formula, charge and spin ... 33.9 kcal per mole
SMILES ... CC(C)O.CC(C)O.O.O.O.O.O.O
E_LUMO ... -0.02 eV
Orbital gap ... 9.72 eV
Electronic energy ... -847.29604 a.u.

The geometry in ORCA input format:
```
! RIJCOSX wB97M-V def2-TZVPD def2/J DEFGRID3
* xyz 0 1
C 7.35717 3.54449 8.61084
C 6.81202 3.37890 10.05402
C 6.60632 4.70432 10.74361
O 5.52300 2.77942 9.90202
H 6.75939 4.17124 7.95474
H 7.40158 2.52621 8.22011
H 8.37246 3.95266 8.62633
H 7.47092 2.74494 10.65058
H 5.99480 5.47250 10.26439
H 7.55181 5.13779 11.07794
H 6.01760 4.59678 11.66312
H 5.62747 1.82731 9.82322
C 11.19537 9.71984 15.13166
C 9.69663 9.40955 15.13466
C 9.47324 7.94473 15.49454
O 9.08200 10.19189 16.16423
H 11.57310 9.59512 16.15011
H 11.38854 10.76769 14.89209
H 11.79053 9.05392 14.50904
H 9.27349 9.65595 14.15957
H 8.48710 7.83644 15.95737
H 10.18636 7.59622 16.24076
H 9.43049 7.21573 14.68595
H 9.37244 11.10820 16.14368
O 5.30948 4.11861 14.54000
H 5.47644 5.05828 14.36178
H 5.89669 3.90095 15.26978
O 3.62901 8.87668 17.06608
H 3.52218 9.74793 17.45884
H 4.55801 8.86317 16.75654
O 2.99904 7.55171 14.70146
H 3.76658 7.12804 14.30111
H 3.35713 8.05597 15.46170
O 6.99131 8.08913 11.83920
H 6.73511 8.96245 12.16214
H 7.32215 8.24243 10.94718
O 6.26703 9.76267 16.26108
H 6.13868 10.57909 16.75435
H 7.23943 9.65504 16.22590
O 5.89053 7.00366 14.12851
H 6.42317 7.05942 13.31400
H 6.37308 7.52511 14.77709
*
```

=====

No. 2
Formula: C6H28O8
Source: the Open Molecules 2025 dataset
Level of theory: ωB97M-V/def2-TZVPD

Summary:
ΔE to the lowest compared entry with this formula, charge and spin ... 239.3 kcal per mole
E_LUMO ... -0.68 eV
Orbital gap ... 8.74 eV
Electronic energy ... -846.96861 a.u.

The geometry in ORCA input format:
```
! RIJCOSX wB97M-V def2-TZVPD def2/J DEFGRID3
* xyz 0 1
O -0.31060 -1.89107 2.44731
H -0.10560 -1.46507 3.35431
H -1.22760 -2.27907 2.47531
H -0.07360 -1.40507 1.61631
O 0.14440 -0.45607 0.30831
H 0.61740 -0.15107 -0.54569
C -2.94560 -0.25607 -1.13269
O -1.99760 -1.23107 -1.07469
H -3.85160 -0.58007 -0.75869
H -3.32060 0.09793 -2.13669
H -2.83860 0.63293 -0.57769
H -1.19360 -0.77007 -0.54269
C 3.47640 0.35693 0.85131
O 2.80440 -0.82807 1.01231
H 3.75340 0.52193 -0.10769
H 4.19040 0.61493 1.64131
H 2.67840 1.13193 0.89931
H 1.84140 -0.64107 0.81331
C -1.82860 0.73393 4.01131
O -0.58660 0.87893 3.31731
H -1.62260 0.35293 5.15431
H -2.36160 -0.03907 3.49631
H -2.43860 1.75993 4.01331
H -0.84360 1.17993 2.51931
C 1.37640 -3.10007 -1.54369
O 1.12040 -3.00307 -0.17069
H 2.23640 -2.67207 -2.06569
H 0.41540 -3.18707 -2.09069
H 1.80940 -4.20807 -1.64669
H 0.77840 -2.08007 -0.14369
C -0.07260 3.06193 -0.00869
O -0.83560 2.09593 0.80731
H -0.19160 4.25093 0.48031
H -0.79360 3.13393 -1.02069
H 1.15440 2.86693 -0.16569
H -0.57060 1.20693 0.31731
C 0.03040 0.65793 -3.92869
O 0.68040 1.82393 -3.49669
H 0.69140 0.07593 -4.76669
H -0.87260 1.11093 -4.56069
H -0.37160 -0.10007 -3.22569
H 1.45540 1.79593 -3.82469
*
```

=====

No. 3
Formula: C6H28O8
Source: the Open Molecules 2025 dataset
Level of theory: ωB97M-V/def2-TZVPD

Summary:
ΔE to the lowest compared entry with this formula, charge and spin ... 37.4 kcal per mole
SMILES ... CC(C)O.CC(C)O.O.O.O.O.O.O
E_LUMO ... -0.43 eV
Orbital gap ... 9.35 eV
Electronic energy ... -847.29040 a.u.

The geometry in ORCA input format:
```
! RIJCOSX wB97M-V def2-TZVPD def2/J DEFGRID3
* xyz 0 1
C 4.39455 0.30520 -2.77299
C 3.42118 -0.40221 -1.78197
C 4.10986 -1.37892 -0.91088
O 2.90976 0.59570 -1.01445
H 3.92549 1.02215 -3.44683
H 4.88214 -0.37574 -3.47061
H 5.21562 0.72975 -2.19532
H 2.64401 -0.89943 -2.36239
H 4.93050 -0.83509 -0.44300
H 4.57935 -2.20358 -1.44718
H 3.41439 -1.74033 -0.15338
H 2.74455 0.27391 -0.12520
C -5.56310 0.48538 0.38923
C -4.41448 -0.20852 1.18887
C -3.24456 0.71315 1.43451
O -4.94295 -0.51457 2.45556
H -5.88444 1.44944 0.78349
H -6.37853 -0.22759 0.26738
H -5.26728 0.68817 -0.64007
H -3.90036 -1.03309 0.69505
H -2.48924 0.25949 2.07622
H -3.50232 1.61517 1.98950
H -2.78204 0.89745 0.46487
H -4.20875 -0.96539 2.87901
O -1.07065 -1.54831 -0.39521
H -1.88076 -1.88141 -0.78120
H -0.42286 -1.62203 -1.09605
O -0.38111 2.46108 2.22427
H -0.18582 2.27761 1.30534
H -1.22545 2.91157 2.20486
O 0.05865 0.96055 -0.38912
H 0.83893 0.51365 -0.06098
H -0.62741 0.29345 -0.36634
O 0.58716 -2.58314 1.47126
H 0.07410 -2.22671 0.74604
H 0.24409 -3.46803 1.59581
O 1.89908 -0.25571 1.44421
H 1.80291 0.08390 2.33396
H 1.40002 -1.07252 1.44386
O 1.56888 2.54434 -2.12057
H 2.00225 1.77634 -1.74829
H 0.72464 2.58484 -1.67129
*
```

=====

No. 4
Formula: C6H29N2O7
Source: the Open Molecules 2025 dataset
Level of theory: ωB97M-V/def2-TZVPD

Summary:
ΔE to the lowest compared entry with this formula, charge and spin ... 31.1 kcal per mole
E_LUMO ... -2.49 eV
Orbital gap ... 9.13 eV
Electronic energy ... -881.97027 a.u.

The geometry in ORCA input format:
```
! RIJCOSX wB97M-V def2-TZVPD def2/J DEFGRID3
* xyz 1 1
C -0.30825 0.67235 -0.36282
N -1.29987 0.77005 -1.39834
C -2.65450 1.19604 -0.94433
C 0.89005 -0.02802 -1.06002
N 1.48581 -1.12733 -0.16967
C 2.98345 -1.08604 -0.30146
C 3.28876 0.34293 -0.67825
C 2.02553 0.97648 -1.31790
H -0.73726 0.16270 0.49368
H 0.02531 1.60974 0.11942
H -1.06661 1.30301 -2.22008
H -2.66174 2.29633 -0.95194
H -3.37364 0.88606 -1.69573
H -2.73930 0.93294 0.10419
H 0.53167 -0.56505 -1.93123
H 1.11720 -2.02396 -0.50621
H 1.06985 -0.95054 0.74252
H 3.43508 -1.35107 0.65204
H 3.21764 -1.88929 -0.99592
H 4.20491 0.52929 -1.22524
H 3.37575 0.84626 0.28931
H 1.89556 1.92248 -0.81706
H 2.17163 1.09276 -2.38868
H -0.57094 3.68779 -1.24713
H 0.17327 3.99847 -2.50697
O -0.22463 3.25283 -2.03734
H -0.97986 1.85184 2.46679
H -2.38744 1.11240 2.93949
O -1.67706 1.21470 2.30836
H -2.04397 -1.53456 4.13178
H -1.05987 -0.49231 3.70438
O -1.09338 -1.42264 3.99421
H 1.02344 0.35068 3.93554
H 1.63960 1.48275 3.13976
O 0.78503 1.10299 3.37857
H -0.09405 -4.05238 -1.68789
H -0.80018 -2.74761 -1.79324
O -0.18104 -3.22190 -1.19775
H -0.82633 -2.72172 0.85421
H -1.03644 -1.90902 2.18683
O -0.50783 -1.97286 1.37347
H -2.15543 -1.19372 -1.76012
H -2.61314 -1.41292 -3.18555
O -2.24680 -1.89092 -2.43370
*
```

=====

No. 5
Formula: C6H2B2F8O4Ti
Source: the Open Molecules 2025 dataset
Level of theory: ωB97M-V/def2-TZVPD

Summary:
ΔE to the lowest compared entry with this formula, charge and spin ... 99.3 kcal per mole
E_LUMO (alpha / beta) ... 5.89 / 5.64 eV
Orbital gap (alpha / beta) ... 4.62 / 4.37 eV
Electronic energy ... -2229.20327 a.u.

The geometry in ORCA input format:
```
! RIJCOSX wB97M-V def2-TZVPD def2/J DEFGRID3
* xyz -3 4
Ti -1.44896 1.12362 -1.82059
C 1.26344 -1.53085 2.22629
C 1.39258 -0.09884 2.40038
C 2.37392 0.51504 3.52649
O 2.26642 1.73754 3.77681
C 3.23680 -0.39501 4.24577
C 3.14253 -1.72974 3.97083
C 2.04909 -2.39134 2.97771
O 1.91505 -3.68859 2.76265
O 4.03559 -2.44009 4.62234
O 0.69537 0.69297 1.70704
H 0.56450 -1.82825 1.45854
H 3.98728 0.05121 4.88145
B -0.73409 -1.24931 -5.37246
F -0.25657 -0.02415 -5.21866
F 0.23856 -2.07367 -5.95783
F -0.91369 -1.65569 -4.04080
F -1.83837 -1.13900 -6.16196
B -4.39490 3.21985 -2.01158
F -5.30817 4.30794 -2.27905
F -4.35595 2.31867 -3.07860
F -3.12461 3.75392 -1.69398
F -4.78581 2.52377 -0.92078
*
```

=====

Which value of electronic energy does entry 5 give? -2229.20327 a.u.

=====

Which value of electronic energy does entry 3 give? -847.29040 a.u.

=====

The highest ΔE to the lowest compared entry with this formula, charge and spin belongs to which entry? number 2